Record 1
This record from the OMol25 dataset describes a single C6H5N molecule. The level of theory is ωB97M-V/def2-TZVPD.

## Properties
E_tot: -286.18561 Ha
ΔE to the lowest compared entry with this formula, charge and spin: 413.7 kJ/mol
LUMO energy: -0.017 Eh
E_HOMO: -8.546 eV
net charge: 0
Kohn-Sham gap: 8.0837 eV

Atoms and positions in Å:
C: -0.75562 -0.30819 0.59356
C: -0.25707 -0.91245 1.71956
C: 0.14148 0.24539 -0.37283
C: 1.16183 -1.03556 1.59535
C: 1.47505 0.01489 -0.29155
C: -0.29768 0.97174 -1.66126
N: 2.18485 -0.82710 0.95290
H: -1.80318 -0.22793 0.36934
H: -0.70499 -1.41888 2.57836
H: -0.89827 1.81874 -1.17754
H: 0.62186 1.33197 -2.00284
H: -0.86829 0.34738 -2.30305

Atom charges from the Mulliken analysis, given in e for atoms 1 to 8:
1. C -0.271
2. C -0.486
3. C 0.651
4. C 0.330
5. C -0.529
6. C -1.188
7. N -0.286
8. H 0.411


Record 2
This record from the OMol25 dataset describes a 2-piece molecular cluster, C6H5N3 overall. The level of theory is ωB97M-V/def2-TZVPD.

## Properties
E_tot: -395.76262 Ha
SMILES: C#Cn1ccnc1.C#N
ΔE to the lowest compared entry with this formula, charge and spin: 383.7 kJ/mol
LUMO energy: 0.030 Eh
E_HOMO: -9.118 eV
net charge: 0
Kohn-Sham gap: 9.9419 eV

Atoms and positions in Å:
C: 1.37760 -2.07804 -0.62341
C: 0.40954 -1.38190 -0.42003
N: -0.65111 -0.57478 -0.24310
C: -1.11563 0.08721 0.93522
C: -2.12008 0.86117 0.52049
N: -2.46091 0.58359 -0.77137
C: -1.61310 -0.30942 -1.16671
H: 2.38918 -2.23975 -0.93408
H: -0.62630 0.20660 1.89184
H: -2.66707 1.61602 1.07969
H: -1.27682 -0.70763 -2.08486
C: 2.79923 1.41217 0.57744
N: 1.91901 0.94513 -0.00104
H: 3.63648 1.57963 1.23993

Atom charges from the Mulliken analysis, given in e for atoms 1 to 8:
1. C -0.415
2. C 0.236
3. N 0.025
4. C -0.380
5. C -0.240
6. N -0.637
7. C -0.035
8. H 0.354


Record 3
This record from the OMol25 dataset describes a single C6H5N3O molecule. The level of theory is ωB97M-V/def2-TZVPD.

## Properties
E_tot: -471.12792 Ha
SMILES: O=c1[nH][nH]c2cccnc12
ΔE to the lowest compared entry with this formula, charge and spin: 48.5 kJ/mol
LUMO energy: 0.011 Eh
E_HOMO: -8.706 eV
net charge: 0
Kohn-Sham gap: 9.0147 eV

Atoms and positions in Å:
O: -2.31616 -1.48102 -0.04783
C: -1.57158 -0.52972 0.02819
N: -1.98252 0.78379 0.10995
N: -0.89143 1.64209 -0.09432
C: 0.25416 0.88156 -0.10929
C: 1.57210 1.25205 0.00419
C: 2.49047 0.19388 -0.00146
C: 2.08479 -1.14462 0.00295
N: 0.79272 -1.47754 0.03042
C: -0.04813 -0.48484 0.03613
H: -2.91694 1.05984 -0.24781
H: -0.89030 2.43878 0.55211
H: 1.88263 2.29069 -0.04241
H: 3.57962 0.40607 0.03054
H: 2.75202 -1.99549 0.00350

Atom charges from the Mulliken analysis, given in e for atoms 1 to 8:
1. O -0.615
2. C 0.115
3. N -0.154
4. N -0.355
5. C 0.542
6. C -0.661
7. C -0.243
8. C -0.409


Record 4
This record from the OMol25 dataset describes a single C6H5N3O2 molecule. The level of theory is ωB97M-V/def2-TZVPD.

## Properties
E_tot: -546.08130 Ha
ΔE to the lowest compared entry with this formula, charge and spin: 805.8 kJ/mol
LUMO energy (spin up / spin down): -0.024 / -0.024 Eh
E_HOMO (spin up / spin down): -8.870 / -8.867 eV
net charge: 0
Kohn-Sham gap (spin up / spin down): 8.2097 / 8.2067 eV

Atoms and positions in Å:
C: 2.08757 -0.03865 -1.11601
C: 2.27598 0.06974 0.19112
C: 0.78012 0.13780 -1.60413
C: 1.15203 0.06916 1.05032
C: -0.31677 0.22085 -0.68797
C: -1.79033 0.37416 -0.93225
N: -0.06444 0.04834 0.62867
N: -2.60095 0.42212 0.05553
N: -2.35660 0.51630 1.30019
O: -2.68839 -1.52410 2.31455
O: -2.49597 -0.23044 2.28374
H: 3.06817 -0.39421 -1.67008
H: 3.29931 -0.11098 0.74587
H: 0.66111 0.04982 -2.71903
H: 1.32572 -0.08020 2.07574
H: -2.33656 0.47029 -1.91626

Atom charges from the Mulliken analysis, given in e for atoms 1 to 8:
1. C -0.102
2. C -0.315
3. C -0.471
4. C -0.247
5. C 0.952
6. C -0.583
7. N -0.350
8. N -0.065


Record 5
This record from the OMol25 dataset describes a 2-piece molecular cluster, C6H5N3O2S overall. The level of theory is ωB97M-V/def2-TZVPD.

## Properties
E_tot: -944.35765 Ha
ΔE to the lowest compared entry with this formula, charge and spin: 367.0 kJ/mol
LUMO energy (spin up / spin down): -0.066 / -0.066 Eh
E_HOMO (spin up / spin down): -9.142 / -9.141 eV
net charge: 0
Kohn-Sham gap (spin up / spin down): 7.3409 / 7.3375 eV

Atoms and positions in Å:
C: -1.72316 2.06308 -2.01893
C: -1.28068 -1.01442 0.04931
C: -1.88846 -0.00733 -0.80894
C: -0.49467 -0.76826 1.12965
C: -1.29919 1.18337 -0.97789
C: 2.78673 0.06811 -0.01586
N: -1.88098 2.73837 -2.92701
N: -0.15545 0.43635 1.80434
N: 2.23328 -0.76260 -0.55955
O: 1.61924 -1.59836 -1.16507
O: 1.79069 -0.79469 2.73023
S: 1.06782 0.45732 2.79305
H: -1.29143 -2.01479 -0.20133
H: -2.80675 -0.38042 -1.50642
H: 0.03451 -1.53308 1.60432
H: -0.37129 1.42885 -0.45770
H: 3.65979 0.49852 0.52782

Atom charges from the Mulliken analysis, given in e for atoms 1 to 8:
1. C -0.001
2. C -0.369
3. C -0.062
4. C -0.325
5. C -0.167
6. C -0.271
7. N -0.407
8. N -0.290


Record 6
This record from the OMol25 dataset describes a single C6H5N3O3S molecule. The level of theory is ωB97M-V/def2-TZVPD.

## Properties
E_tot: -1019.70191 Ha
ΔE to the lowest compared entry with this formula, charge and spin: 446.7 kJ/mol
LUMO energy: -0.027 Eh
E_HOMO: -10.043 eV
net charge: 0
Kohn-Sham gap: 9.3191 eV

Atoms and positions in Å:
C: -2.49903 -0.05149 -0.84044
C: -1.80051 1.07339 -0.59275
C: -1.95943 -1.34610 -0.61496
C: -0.52063 1.05635 -0.06362
C: -0.69070 -1.43429 0.01849
C: -0.07281 -0.22792 0.22172
N: 1.98059 -1.16425 2.75863
N: 1.59719 -0.79272 1.79058
N: 1.35722 -0.31089 0.61654
O: 3.78778 -0.06019 -0.06813
O: 2.48202 1.89421 0.75296
O: 2.16264 1.03060 -1.50211
S: 2.68806 0.83656 -0.22055
H: -3.46908 -0.06077 -1.19369
H: -2.20394 2.01001 -0.90948
H: -2.51849 -2.25302 -0.78526
H: -0.10975 2.03092 0.15236
H: -0.21113 -2.23042 0.47973

Atom charges from the Mulliken analysis, given in e for atoms 1 to 8:
1. C -0.576
2. C -0.563
3. C -0.519
4. C -0.331
5. C -0.527
6. C 0.730
7. N -0.523
8. N 0.655


Record 7
This record from the OMol25 dataset describes an isolated ion of composition C6H5N4O and charge -1. The level of theory is ωB97M-V/def2-TZVPD.

## Properties
E_tot: -525.73803 Ha
ΔE to the lowest compared entry with this formula, charge and spin: 309.8 kJ/mol
LUMO energy (spin up / spin down): 0.080 / 0.066 Eh
E_HOMO (spin up / spin down): -2.703 / -2.144 eV
net charge: -1
Kohn-Sham gap (spin up / spin down): 4.8751 / 3.9483 eV

Atoms and positions in Å:
C: 1.19032 -1.10744 2.48927
C: 0.23577 -0.54586 0.59123
C: -0.69246 -0.60179 1.61590
C: -0.83903 0.30030 -1.54645
C: -1.45432 1.49574 -1.23721
C: 0.15593 -0.47107 -0.85198
N: -0.07552 -0.92404 2.77297
N: 1.02781 -1.20115 -1.49030
N: 1.43903 -0.91271 1.17782
N: -1.07771 2.35780 -0.29622
O: -1.78335 3.39338 -0.07825
H: 1.95267 -1.37253 3.19974
H: -1.05641 -0.07886 -2.54578
H: -2.21467 1.83835 -1.95276
H: 0.89808 -1.14549 -2.50337
H: 2.29387 -1.02464 0.65540

Atom charges from the Mulliken analysis, given in e for atoms 1 to 8:
1. C -0.203
2. C -0.006
3. C -0.473
4. C -0.309
5. C -0.291
6. C 0.745
7. N -0.502
8. N -0.777


Record 8
This record from the OMol25 dataset describes a single C6H5N5O molecule. The level of theory is ωB97M-V/def2-TZVPD.

## Properties
E_tot: -580.58093 Ha
SMILES: Oc1nnnn1-c1ccccn1
ΔE to the lowest compared entry with this formula, charge and spin: 0.0 kJ/mol
LUMO energy: 0.004 Eh
E_HOMO: -9.886 eV
net charge: 0
Kohn-Sham gap: 9.9846 eV

Atoms and positions in Å:
O: 3.60048 -1.95304 0.06172
C: 3.84758 -0.65362 -0.04777
N: 4.84148 0.09452 -0.04277
N: 4.45330 1.42948 -0.02280
N: 3.19223 1.45902 -0.01562
N: 2.68038 0.20913 0.00267
C: 1.16866 0.23047 -0.05932
C: 0.45165 1.40620 0.04106
C: -0.97882 1.20101 0.07393
C: -1.52599 -0.09874 -0.12028
C: -0.59685 -1.12454 -0.11514
N: 0.70158 -0.99991 -0.04874
H: 2.65300 -2.07517 -0.35663
H: 0.88401 2.39458 0.07378
H: -1.55112 1.98507 0.29108
H: -2.60642 -0.19050 -0.29911
H: -0.93688 -2.22690 -0.21055

Atom charges from the Mulliken analysis, given in e for atoms 1 to 8:
1. O -0.479
2. C 0.615
3. N -0.353
4. N -0.503
5. N -0.323
6. N 0.334
7. C 0.602
8. C -0.307


Record 9
This record from the OMol25 dataset describes a single C6H5NO molecule. The level of theory is ωB97M-V/def2-TZVPD.

## Properties
E_tot: -361.54509 Ha
SMILES: O=C1Cc2cccn21
ΔE to the lowest compared entry with this formula, charge and spin: 102.7 kJ/mol
LUMO energy: 0.027 Eh
E_HOMO: -8.420 eV
net charge: 0
Kohn-Sham gap: 9.1477 eV

Atoms and positions in Å:
O: 2.60756 -1.12751 -0.21433
C: 1.74502 -0.32842 -0.07078
C: 1.48205 1.20660 0.02550
C: -0.03000 0.79352 0.06154
C: -1.42538 0.71322 -0.20416
C: -1.88830 -0.59619 -0.13374
C: -0.71998 -1.40079 0.12724
N: 0.31194 -0.54777 0.11023
H: 1.71706 1.57809 1.09200
H: 1.95986 1.85596 -0.69338
H: -2.12921 1.48105 -0.14364
H: -2.90805 -1.10590 -0.33767
H: -0.72257 -2.52185 0.38119

Atom charges from the Mulliken analysis, given in e for atoms 1 to 8:
1. O -0.503
2. C 0.341
3. C -0.314
4. C -0.043
5. C -0.803
6. C -0.249
7. C -0.197
8. N 0.189


Record 10
This record from the OMol25 dataset describes a single C6H5NO2 molecule. The level of theory is ωB97M-V/def2-TZVPD.

## Properties
E_tot: -436.82274 Ha
SMILES: C[C@@]1(C#N)C=CC(=O)O1
ΔE to the lowest compared entry with this formula, charge and spin: 192.2 kJ/mol
LUMO energy: -0.012 Eh
E_HOMO: -10.908 eV
net charge: 0
Kohn-Sham gap: 10.5762 eV

Atoms and positions in Å:
C: 0.80910 1.00166 -0.97693
C: 0.51145 -0.19417 -0.12686
C: 1.72563 -1.05580 0.10533
N: 2.70534 -1.72990 0.21952
C: -0.09296 0.29570 1.08124
C: -1.40422 -0.12653 1.07888
C: -1.70253 -0.82026 -0.15700
O: -2.79097 -1.17208 -0.53264
O: -0.47482 -0.96543 -0.78884
H: 1.09178 0.70355 -1.99175
H: 1.58977 1.56447 -0.55247
H: -0.09240 1.66866 -1.02947
H: 0.23627 1.02529 1.75899
H: -2.11143 -0.19515 1.91200

Atom charges from the Mulliken analysis, given in e for atoms 1 to 8:
1. C -1.537
2. C 1.734
3. C -0.120
4. N -0.457
5. C -0.850
6. C -0.228
7. C 0.364
8. O -0.537